1.
C5H6ClF3N2O2S | wB97M-V/def2-TZVPD

The calculation puts the HOMO-LUMO gap (alpha / beta) at 8.47 / 9.04 eV. The LUMO energy (alpha / beta) is -1.3704 / -1.0752 eV.

Last column: Löwdin charge in e.
CARTESIAN COORDINATES (ANGSTROEM)
C (0.544264, 3.030572, 0.222567)  -0.106
C (-0.512266, 2.515018, 0.883531)  -0.094
C (0.837102, 2.019203, -0.671624)  0.024
C (-1.946642, 0.428114, 0.698484)  -0.048
C (2.493519, -0.971243, 0.489533)  -0.394
N (0.033832, 0.924886, -0.539231)  0.040
N (-0.907111, 1.264463, 0.418861)  -0.183
O (0.060746, -1.956403, -0.832652)  -0.405
O (0.011611, -4.285448, -1.742713)  -0.460
F (3.407424, -0.223572, 1.099175)  0.135
F (1.522341, -1.246879, 1.315671)  0.151
F (3.048309, -2.087698, -0.068733)  0.101
S (-0.067151, -2.922549, -2.133336)  0.642
Cl (-2.230477, -2.640457, -2.407177)  0.111
H (1.015878, 3.932657, 0.590723)  0.100
H (-1.294993, 3.043224, 1.420486)  0.126
H (-1.757859, -0.489698, 0.150215)  0.075
H (-1.938124, 0.065701, 1.711695)  0.105
H (-2.852620, 0.714824, 0.277843)  0.082
H (0.532215, -1.114714, -0.883317)  -0.003

Forces on the atoms, in the same order (eV/Å):
C 0.856 0.393 0.577
C -4.147 -1.285 0.582
C -1.463 -2.966 0.394
C -0.294 -3.272 0.353
C 1.207 -0.544 -0.274
N 1.126 1.692 -0.515
N 5.576 4.004 -1.603
O -0.563 -2.049 0.007
O 0.285 -0.447 0.691
F -0.254 -0.441 -0.487
F -0.059 -0.291 0.140
F -0.675 1.337 0.881
S -0.800 1.774 -0.231
Cl 0.794 0.080 0.088
H 0.108 -0.026 -0.824
H 0.577 0.039 0.617
H 0.272 -0.222 -0.213
H -0.509 0.440 0.662
H -1.909 1.028 -0.069
H -0.128 0.755 -0.775

---

2.
C5H6ClN3 | wB97M-V/def2-TZVPD

The calculation puts the HOMO-LUMO gap (alpha / beta) at 6.27 / 7.67 eV. The spin multiplicity is 3. The LUMO energy (alpha / beta) is 0.7927 / -2.1751 eV.

Last column: Löwdin spin population.
CARTESIAN COORDINATES (ANGSTROEM)
C (-0.557203, -2.235693, -0.071362)  0.415
C (0.669716, -1.614396, 0.132400)  0.368
C (-1.205117, -0.107827, -0.114718)  0.422
C (1.572951, 0.664403, -0.042370)  0.075
C (-1.658454, 1.294107, -0.049154)  0.073
N (-1.542145, -1.330437, -0.125695)  0.134
N (1.325377, 1.905816, 0.063037)  0.236
N (0.638845, -0.305667, 0.022157)  0.191
Cl (3.313872, 0.058995, 0.079581)  -0.005
H (-0.756229, -3.281246, -0.179492)  0.017
H (1.457657, -2.248515, 0.292628)  0.026
H (-1.710593, 1.762433, 0.902308)  0.022
H (-1.075931, 1.920042, -0.802165)  0.016
H (-2.664240, 1.085193, -0.349108)  0.000
H (2.191497, 2.432792, 0.241959)  0.011

Forces on the atoms, in the same order (eV/Å):
C -3.399 1.598 -0.255
C 1.443 0.225 -0.112
C 3.408 1.260 0.498
C 0.629 -1.017 1.107
C 0.465 -1.079 -2.016
N -1.246 -1.875 -0.184
N 0.493 0.639 0.025
N -1.021 1.143 -0.533
Cl -0.945 0.050 -0.206
H -0.045 -0.274 0.031
H 2.450 -0.657 0.446
H 0.409 0.260 0.993
H -0.932 -0.760 1.115
H -1.101 0.738 -0.531
H -0.608 -0.251 -0.377

---

3.
C5H6ClNO | wB97M-V/def2-TZVPD

The calculation puts the HOMO-LUMO gap at 6.59 eV. The LUMO energy is -0.9153 eV.

Last column: Löwdin charge in e.
CARTESIAN COORDINATES (ANGSTROEM)
C (-0.578035, -1.899490, 0.074034)  -0.037
C (0.388648, -0.943563, 0.102794)  -0.005
C (-1.956868, -1.721882, 0.150160)  -0.183
C (0.330622, 0.544993, 0.302310)  -0.176
C (-0.978913, 1.164252, -0.095170)  -0.411
N (-2.019570, 0.401124, 0.469919)  -0.576
O (-3.008560, -2.148943, -0.115192)  0.166
Cl (-3.562597, 0.847483, -0.026389)  0.567
H (-0.394258, -2.867337, -0.181291)  0.085
H (1.443174, -1.129919, -0.067185)  0.114
H (0.465006, 0.957629, 1.409448)  0.175
H (1.253087, 0.811489, -0.187812)  0.099
H (-0.984661, 2.181784, 0.139961)  0.085
H (-1.161179, 1.084314, -1.165213)  0.097

Forces on the atoms, in the same order (eV/Å):
C 1.464 2.050 0.450
C -0.581 0.370 0.964
C -2.303 4.321 -0.963
C -0.250 -0.014 2.500
C -0.141 -1.387 -2.631
N -0.503 -3.295 2.379
O 1.291 0.021 0.939
Cl -0.304 0.271 -0.415
H 1.228 -2.731 -0.658
H -0.244 -1.340 -0.093
H 0.013 -1.661 -1.772
H -0.132 1.200 -0.503
H -0.223 1.772 0.665
H 0.687 0.424 -0.863

---

4.
C5H6CsLiO3 | wB97M-V/def2-TZVPD

The calculation puts the HOMO-LUMO gap at 9.26 eV. The LUMO energy is -7.2664 eV. Its net charge is +2.

Last column: Löwdin charge in e.
CARTESIAN COORDINATES (ANGSTROEM)
O (-2.129148, 2.338391, 0.971167)  0.133
C (-0.768674, 1.826148, 0.700846)  -0.657
C (-3.190179, 1.641620, 0.976495)  -0.267
O (0.082779, 2.642870, 1.000676)  -0.041
O (-0.762731, 0.680770, 0.287730)  0.081
C (-3.539757, 0.946542, 2.218821)  0.038
Li (1.669448, 3.416155, 0.501561)  0.891
H (-3.023640, -0.040968, 2.056495)  0.147
H (-2.953611, 1.402220, 3.035469)  0.122
H (-4.592482, 1.069527, 2.486938)  0.122
Cs (2.026775, -2.289458, -1.264512)  0.982
C (-4.262016, 1.658374, -0.028914)  -0.042
C (-4.458338, 2.683381, -0.872889)  0.153
H (-4.996438, 2.524889, -1.807639)  0.098
H (-4.895490, 0.771433, -0.059692)  0.139
H (-4.095276, 3.695090, -0.681430)  0.101

Forces on the atoms, in the same order (eV/Å):
O -0.003 0.796 -1.153
C 0.153 -2.137 -0.170
C -3.242 0.693 1.197
O 0.957 1.133 -0.241
O 0.050 0.691 0.065
C 1.857 -0.123 0.564
Li -0.509 -0.033 0.315
H -1.213 0.089 0.523
H -0.125 -0.164 -0.310
H 0.109 -1.011 -0.395
Cs -0.051 -0.114 -0.007
C 1.628 0.342 -0.136
C 0.208 -0.028 -0.494
H -0.579 0.255 0.561
H 0.337 0.036 -0.120
H 0.426 -0.425 -0.200

---

5.
C5H6CuLiO4 | wB97M-V/def2-TZVPD

The calculation puts the HOMO-LUMO gap (alpha / beta) at 4.83 / 6.12 eV. The spin multiplicity is 3. The LUMO energy (alpha / beta) is -7.9142 / -11.3037 eV. Its net charge is +2.

Last column: Löwdin spin population.
CARTESIAN COORDINATES (ANGSTROEM)
O (-2.298702, 2.178865, 1.892707)  0.027
C (-1.929813, 1.071896, 1.586979)  0.028
O (-2.051515, -0.060827, 2.022775)  0.004
O (-1.052889, 1.146468, 0.343166)  0.196
C (-0.568079, 0.096017, -0.138939)  0.508
C (0.453704, 0.112874, -1.178490)  0.092
Li (-3.347994, 3.116111, 3.104336)  0.000
H (-0.884403, -0.863606, 0.299442)  0.028
H (0.659889, 1.136333, -1.510562)  0.001
H (-0.055828, -0.398927, -2.022567)  0.030
Cu (-2.486937, -1.162448, 3.357981)  0.001
C (1.739589, -0.654463, -0.761583)  0.124
C (2.472940, -1.275199, -1.920703)  0.170
O (2.820276, -2.431777, -1.934206)  0.719
H (1.569421, -1.422404, 0.002691)  0.002
H (2.530198, -0.658101, -2.845697)  0.068
H (2.430143, 0.069187, -0.297331)  0.003

Forces on the atoms, in the same order (eV/Å):
O -1.021 0.756 1.077
C 2.477 0.670 -3.121
O -0.019 -0.282 -0.354
O -2.846 4.117 3.496
C 1.048 -4.909 -0.273
C -0.727 -0.087 -1.424
Li 0.225 0.062 -0.377
H 0.193 0.390 -0.431
H 0.168 -0.207 0.086
H 0.664 0.134 0.039
Cu -0.424 -0.955 1.110
C 0.332 0.182 1.080
C -0.392 -0.243 -0.029
O -0.049 0.721 -0.138
H -0.108 0.062 -0.326
H 0.370 -0.254 -0.049
H 0.108 -0.158 -0.365

---

6.
C5H6CuO4 | wB97M-V/def2-TZVPD

The calculation puts the HOMO-LUMO gap at 4.53 eV. The LUMO energy is 2.7999 eV. Its net charge is -1.

Last column: Löwdin charge in e.
CARTESIAN COORDINATES (ANGSTROEM)
O (-0.108675, 2.175653, -0.931554)  0.047
O (-1.686586, 0.638926, -1.043367)  0.026
C (-2.274979, -0.466314, -0.457870)  -0.183
C (-3.391641, -0.977660, -0.957394)  0.026
C (-0.594643, 1.155320, -0.497611)  -0.304
H (-1.734903, -0.882737, 0.393483)  0.124
H (-0.209392, 0.646011, 0.402546)  0.145
H (-3.752635, -1.930438, -0.575616)  0.055
H (-3.918623, -0.504284, -1.783730)  0.063
Cu (2.366820, 2.054908, -1.063651)  0.488
O (2.558891, -0.127254, -0.651552)  -0.236
O (2.999709, 1.361774, 0.925170)  -0.234
C (2.721684, 0.110537, 0.629407)  -0.877
C (2.420941, -0.837692, 1.611303)  -0.100
H (2.593573, -0.606786, 2.665754)  -0.017
H (2.010466, -1.809971, 1.334678)  -0.024

Forces on the atoms, in the same order (eV/Å):
O -0.275 -0.713 -0.148
O -1.039 -0.304 -0.363
C 0.147 -0.222 -0.099
C 0.177 -0.032 0.010
C 1.304 1.173 0.790
H -0.013 0.038 -0.252
H 0.158 -0.176 -0.211
H -0.045 0.403 0.076
H 0.223 -0.158 0.120
Cu 0.223 -1.630 1.507
O -0.231 0.281 -0.701
O 0.222 0.596 -0.323
C -1.132 0.618 -0.156
C 0.022 -0.004 0.111
H -0.109 -0.051 -0.375
H 0.367 0.181 0.013

---

7.
C5H6F2IN2 | wB97M-V/def2-TZVPD

The calculation puts the HOMO-LUMO gap at 8.92 eV. The LUMO energy is -4.5197 eV. As for the structure (SMILES): C[n+]1ccc(C(F)(F)I)[nH]1. Its net charge is +1.

Last column: Löwdin charge in e.
CARTESIAN COORDINATES (ANGSTROEM)
C (2.279672, 0.613519, 0.840214)  0.040
N (1.090749, 0.279203, 0.112508)  -0.140
C (0.891123, 0.337848, -1.194892)  0.031
C (-0.415898, -0.058872, -1.491096)  0.048
C (-1.024013, -0.365695, -0.300517)  -0.151
C (-2.377796, -0.820385, 0.103401)  -0.900
F (-2.325321, -1.317117, 1.351969)  0.043
F (-2.837480, -1.776604, -0.696032)  0.078
I (-3.759075, 0.898163, 0.086149)  0.938
N (-0.013095, -0.123229, 0.726744)  0.180
H (3.151260, 0.482816, 0.199266)  0.116
H (2.246753, 1.651426, 1.178984)  0.117
H (2.392418, -0.033915, 1.708716)  0.112
H (1.662314, 0.646099, -1.875628)  0.156
H (-0.847552, -0.132516, -2.470308)  0.140
H (-0.114053, -0.280736, 1.720526)  0.193

Forces on the atoms, in the same order (eV/Å):
C 1.000 0.477 0.677
N -0.137 -0.076 -0.373
C -0.415 -0.185 -0.149
C -0.100 -0.135 0.255
C 3.195 0.775 2.359
C -0.966 0.633 0.229
F 0.145 0.044 0.189
F 0.092 0.006 -0.291
I 0.492 -0.630 -0.014
N -3.323 -0.857 -2.645
H -0.185 -0.039 -0.015
H -0.085 -0.088 -0.053
H -0.082 -0.074 -0.101
H 0.203 0.049 0.052
H -0.093 0.033 -0.119
H 0.260 0.069 -0.003

---

8.
C5H6F2O | wB97M-V/def2-TZVPD

The calculation puts the HOMO-LUMO gap at 9.56 eV. The LUMO energy is 0.7156 eV. As for the structure (SMILES): OC=C(F)F.C#CC.

Last column: Löwdin charge in e.
CARTESIAN COORDINATES (ANGSTROEM)
O (-1.839529, -2.097350, 0.220785)  0.013
C (-2.004495, -0.774350, 0.575977)  -0.105
C (-1.996539, 0.256792, -0.304810)  -0.435
F (-2.332154, 1.453027, 0.110541)  0.096
F (-1.817239, 0.196810, -1.617351)  0.130
H (-2.108124, -2.155809, -0.681303)  0.082
H (-2.108914, -0.437903, 1.644214)  0.151
C (0.154614, 1.929655, -0.432276)  0.088
C (0.736407, 0.896814, -0.399688)  -0.227
C (1.459903, -0.345426, -0.409748)  -0.098
H (-0.644033, 2.609808, -0.336652)  0.037
H (1.462453, -0.697736, -1.432346)  0.078
H (1.072912, -1.086534, 0.303331)  0.081
H (2.518626, -0.053744, -0.064015)  0.111

Forces on the atoms, in the same order (eV/Å):
O 0.320 0.765 1.421
C -0.003 1.913 -0.647
C -0.422 -2.339 1.480
F -0.412 0.749 -0.077
F -0.306 -0.188 0.219
H -0.249 -0.337 -1.114
H 0.049 -1.081 -1.220
C -0.480 0.919 0.197
C 0.384 -0.595 0.171
C 1.938 0.602 0.906
H 0.236 0.767 -0.182
H 0.278 -0.513 -0.074
H -0.048 0.218 -0.379
H -1.286 -0.880 -0.701

---

9.
C5H6F3N2 | wB97M-V/def2-TZVPD

The calculation puts the HOMO-LUMO gap (alpha / beta) at 7.32 / 8.86 eV. The spin multiplicity is 3. The LUMO energy (alpha / beta) is -4.9976 / -7.4701 eV. Its net charge is +1.

Last column: Löwdin spin population.
CARTESIAN COORDINATES (ANGSTROEM)
C (1.076670, 0.317224, -0.855297)  0.067
C (0.893369, 1.038418, 0.327434)  0.427
C (-0.936993, -0.353781, 0.435878)  0.800
C (-0.711509, 1.168371, 2.200000)  0.035
C (0.197842, -1.605867, -2.060087)  0.044
N (0.287105, -0.622816, -1.177959)  0.407
N (-0.201321, 0.564191, 0.950843)  0.109
F (0.968139, -1.422363, -3.166033)  0.018
F (-1.044780, -1.742754, -2.474652)  0.013
F (0.502832, -2.724638, -1.515772)  0.019
H (2.014926, 0.407182, -1.334248)  0.006
H (1.294034, 1.986141, 0.609048)  0.018
H (-1.730084, -1.053755, 0.581467)  0.035
H (0.013594, 0.990575, 2.888489)  0.001
H (-0.872179, 2.269635, 2.171699)  -0.001
H (-1.751646, 0.784237, 2.419191)  0.003

Forces on the atoms, in the same order (eV/Å):
C 2.174 -1.346 -1.659
C -1.423 -0.008 -0.729
C 0.321 -0.623 -1.086
C -2.792 1.467 -0.713
C 0.322 -1.079 -3.995
N -0.108 3.250 2.956
N -3.096 0.424 2.061
F -0.006 0.077 0.302
F -1.286 0.507 -0.558
F 1.279 -2.270 1.340
H 0.932 0.504 -0.969
H 0.580 0.155 0.241
H -0.543 0.324 0.958
H 1.607 -0.706 2.591
H 0.467 -0.633 -0.687
H 1.571 -0.043 -0.052

---

10.
C5H6F3NO | wB97M-V/def2-TZVPD

The calculation puts the HOMO-LUMO gap at 11.06 eV. The LUMO energy is 0.8408 eV. As for the structure (SMILES): C[C@]1(C(F)(F)F)C=NCO1.

Last column: Löwdin charge in e.
CARTESIAN COORDINATES (ANGSTROEM)
C (-0.301415, 1.712895, -0.141428)  0.011
C (0.048851, 0.255541, -0.117923)  -0.366
C (1.700147, 0.103370, -0.036686)  -0.570
F (2.390542, 0.777239, -0.935585)  0.164
F (2.087148, 0.560853, 1.168155)  0.142
F (2.062702, -1.169665, -0.054288)  0.164
C (-0.700445, -0.603802, -1.116132)  -0.099
N (-1.381401, -1.529416, -0.649311)  0.111
C (-1.175058, -1.506891, 0.799948)  -0.199
O (-0.396905, -0.365262, 1.096600)  -0.069
H (-0.903975, 1.974494, -1.004095)  0.084
H (0.713873, 2.250518, -0.182165)  0.111
H (-0.765566, 1.936620, 0.856844)  0.118
H (-0.708554, -0.408025, -2.179017)  0.129
H (-1.990424, -1.403179, 1.447642)  0.100
H (-0.679515, -2.585287, 1.047435)  0.169

Forces on the atoms, in the same order (eV/Å):
C 1.862 1.126 1.122
C 1.386 -1.491 0.966
C -2.180 -0.202 1.085
F 0.050 0.211 -0.840
F -0.161 0.392 0.015
F 0.040 -0.687 -0.555
C 1.187 1.091 -1.171
N -1.214 -0.749 1.580
C 2.415 -2.515 -0.587
O 0.701 0.271 -0.219
H -0.171 0.214 0.133
H -1.834 -0.153 -0.055
H 0.204 0.056 -1.219
H 0.212 0.099 -0.194
H -1.874 -0.217 0.275
H -0.623 2.554 -0.335

---

The records above give, respectively, energy above the lowest of the compared OMol25 structures with the same formula, charge and spin values of 5.075 0.156 4.671 0.425 0.000 0.000 0.000 3.092 0.000 0.363 eV.